A.
The following is a DFT calculation (ωB97M-V/def2-TZVPD) of an isolated molecule of C7H14S.

- Structure (SMILES): C[C@@H](S)[C@@H]1CC1(C)C
- Gap between HOMO and LUMO: 9.6 eV
- HOMO energy: -8.67 eV
- 2S+1: 1

Last column: natural (NBO) charge in e.
Cartesian coordinates (Å):
C: 1.4241 0.9627 2.1957  -0.63
C: -0.0135 0.6168 1.7216  -0.33
S: -1.1410 1.9384 2.1125  0.00
C: 0.1614 0.3229 -0.1417  -0.21
C: -0.9770 0.6688 -1.0446  -0.45
C: -0.4915 -0.7789 -1.0443  -0.03
C: -1.4706 -1.8506 -0.4299  -0.61
C: 0.4740 -1.3959 -1.9894  -0.61
H: 1.5337 2.0159 2.1743  0.21
H: 2.1471 0.4416 1.6069  0.21
H: 1.6589 0.4938 3.1356  0.22
H: -0.4330 -0.2814 2.1528  0.21
H: -0.4551 2.8725 1.4316  0.11
H: 1.0638 0.8763 -0.4578  0.20
H: -1.9607 0.8691 -0.6211  0.23
H: -0.6933 1.3072 -1.8499  0.21
H: -1.3364 -1.9054 0.6657  0.21
H: -1.1484 -2.7145 -0.9524  0.21
H: -2.5213 -1.6714 -0.6915  0.21
H: 0.8636 -2.2218 -1.4247  0.21
H: 1.2436 -0.7386 -1.9905  0.21
H: 0.1431 -1.6639 -2.9984  0.21

=====

B.
The following is a DFT calculation (ωB97M-V/def2-TZVPD) of a cluster of 2 separate species, C7H14S in total.

- Gap between HOMO and LUMO: 8.2 eV
- HOMO energy: -7.54 eV
- 2S+1: 1

Last column: natural (NBO) charge in e.
Cartesian coordinates (Å):
C: -2.1552 -0.6462 -0.6954  -0.52
C: -1.2952 -1.0265 0.1723  0.19
C: -0.8776 -1.8560 1.2822  -0.71
C: -0.1890 2.0401 0.4689  -0.62
C: 0.9684 0.3236 -1.5551  -0.71
C: 0.9935 1.2012 0.8452  -0.47
C: 0.9045 -0.0523 -0.0984  -0.09
S: 1.9870 -1.4788 0.2686  -0.04
H: -1.8142 0.1335 -1.4632  0.21
H: -3.1197 -0.9957 -0.6292  0.21
H: -0.0821 -2.3515 0.9091  0.24
H: -0.5499 -1.1913 2.1492  0.23
H: -1.5858 -2.6243 1.6050  0.22
H: -0.3209 1.9669 -0.5629  0.22
H: -0.1822 3.0121 0.9978  0.22
H: -1.1558 1.6780 0.8634  0.22
H: 1.7040 1.0562 -1.8081  0.22
H: -0.0642 0.4814 -1.9122  0.22
H: 1.1179 -0.6435 -2.2440  0.22
H: 2.0073 1.6358 0.6053  0.20
H: 1.1111 0.8270 1.8024  0.21
H: 2.5983 -1.4896 -1.0009  0.14

=====

The structures above, arranged from the most stable to the least stable: A, B.